ORCA calculation (ωB97M-V with the def2-TZVPD basis set) on 2 unconnected molecules or ions with the total composition C5H13NO.

Calculated values
**SMILES string**: CC/C(C)=C/N.O
**HOMO level**: -8.1 eV
**F_max**: 3.6 eV Å⁻¹
**Energy relative to the best compared isomer or geometry (same formula, charge and spin)**: 52.79 kcal per mole
**LUMO level**: 0.740 eV
**HOMO-LUMO gap**: 8.806 eV
**Total charge**: 0

CARTESIAN COORDINATES (ANGSTROEM)
C  -1.41008  -0.80561  1.43592
C  -0.10492  -0.94189  0.63694
C  -0.26881  -0.33877  -0.77468
C  0.45409  -1.22323  -1.80604
C  -0.23809  0.97481  -0.97415
N  0.13364  1.71393  -2.15038
H  -1.52348  -1.04055  2.47901
H  -1.73676  0.29471  1.59313
H  -2.25682  -1.30391  0.96869
H  0.66754  -0.35933  1.16105
H  0.08150  -2.05920  0.61431
H  1.30411  -0.71102  -2.20671
H  -0.21902  -1.36081  -2.65512
H  0.74188  -2.25518  -1.52093
H  -0.54422  1.64777  -0.17898
H  -0.19157  1.26637  -3.00304
H  -0.39475  2.58449  -2.16572
O  1.25177  0.39404  2.92502
H  1.99766  0.75219  2.44842
H  0.56338  1.00256  3.22277